C4H5NO2 in the gas phase, computed with ωB97M-V with the def2-TZVPD basis set.

Each line ends with the natural charge from an NBO analysis.
Element x y z (Å)
O (2.4998, -0.6537, -0.4630)  -0.4813
C (1.3469, -0.3328, -0.5589)  0.4512
C (0.3678, -0.2892, 0.6221)  -0.3031
C (-0.7866, 1.6126, -0.1418)  -0.0493
N (-0.1083, 1.0792, 0.7901)  -0.3785
C (-0.7376, -1.3071, 0.3491)  0.4369
O (-1.5452, -1.1783, -0.5393)  -0.5067
H (0.8926, -0.0190, -1.5220)  0.1214
H (0.9210, -0.5851, 1.5170)  0.2224
H (-1.0870, 1.1140, -1.0670)  0.1752
H (-1.1060, 2.6455, 0.0044)  0.1816
H (-0.7449, -2.1992, 1.0051)  0.1302

Atoms 1-2, force components in eV/Å:
O -0.55 0.11 -0.03
C 0.35 -0.13 0.00

* energy above the lowest of the compared OMol25 structures with the same formula, charge and spin: 205.63 kJ/mol
* E_tot: -9812.1836 eV
* multiplicity: 1
* SMILES string: C=NC(C=O)C=O
* Kohn-Sham gap: 10.05 eV